The following is a DFT calculation (wB97M-V/def2-TZVPD) of 3 unconnected molecules or ions with the total composition C24H30F9N2O4P.

The geometry in XYZ format:
```
70
Properties=species:S:1:pos:R:3:forces:R:3
N 4.0552 -2.0915 0.4324 0.1437 -0.0170 -0.0414
C 3.9660 -0.7137 -0.0400 -0.7521 0.4646 0.0180
C 2.5133 -0.3509 -0.4453 0.6518 -0.5104 -0.0352
C 1.7032 -1.5288 -0.9971 -0.5376 0.5234 -0.2917
O 0.5921 -1.8853 -0.1824 0.0988 -0.3053 -0.0782
C -0.3844 -0.8860 -0.1479 0.3190 0.0511 0.6695
C -1.7668 -1.5117 0.0023 0.3345 -0.2388 -0.1284
F -2.0320 -1.7145 1.3179 -0.1516 -0.0105 -0.0666
F -1.8156 -2.7257 -0.5922 -0.1020 0.1457 -0.1748
C -2.8979 -0.6658 -0.6274 0.2896 -0.3539 0.5808
F -4.0451 -1.3811 -0.5579 0.0830 0.1420 -0.1877
F -2.5796 -0.4342 -1.9233 -0.3206 -0.0667 0.0508
C -3.1636 0.6884 0.0431 -0.6314 0.5408 -0.1807
F -2.0845 1.4868 -0.1085 0.0815 -0.1675 0.0368
F -3.3894 0.5418 1.3570 0.0243 -0.1573 -0.0777
C -4.4195 1.3733 -0.6246 0.7354 0.3643 -0.2504
F -5.2415 1.8285 0.3308 -0.1221 -0.2738 0.0692
F -3.9841 2.4361 -1.3406 0.0195 0.0892 -0.0001
C 4.9516 -0.4676 -1.1855 0.3943 -0.7247 0.1483
O 5.9219 0.5311 -0.9309 -0.2189 -0.0972 -0.2884
C 5.4097 1.8081 -0.6918 0.5352 0.5916 0.4717
C 5.9000 2.8088 -1.7617 -1.3437 -0.1617 0.1477
C 4.7995 3.1370 -2.7286 -0.4711 2.4900 -1.2878
O 4.5333 4.2294 -3.1865 0.4902 -2.5663 0.9800
F 4.0295 2.0658 -3.0659 0.2193 0.1741 0.0228
P 6.1457 2.4363 0.9491 1.0748 -0.0608 0.0578
N 6.2808 0.9918 1.8486 -0.7140 0.4938 0.2006
O 4.8954 3.2849 1.6360 -0.0493 -0.2597 -0.3808
H 3.2977 -2.2913 1.0724 -0.1365 0.0027 0.1028
H 4.9072 -2.1756 0.9712 0.1626 -0.2010 -0.0006
H 4.2076 -0.0354 0.7751 0.2728 0.2799 -0.0245
H 2.0340 0.1215 0.4057 -0.3588 -0.1557 0.1691
H 2.5647 0.4016 -1.2219 0.0241 0.3337 -0.1036
H 2.2966 -2.4180 -1.1475 0.1585 -0.2227 0.2329
H 1.3109 -1.2425 -1.9725 -0.0753 -0.0332 -0.2468
H -0.3259 -0.2105 -0.9957 -0.1096 -0.0927 -0.3681
H -0.2323 -0.2854 0.7477 -0.1765 0.3215 0.1167
H -4.9322 0.7232 -1.3231 -0.2995 -0.2721 0.1539
H 5.5133 -1.3836 -1.3288 0.2356 -0.1272 -0.0045
H 4.4446 -0.2841 -2.1280 -0.2293 0.2661 -0.1710
H 4.3205 1.8500 -0.6922 -0.2300 -0.2714 0.2244
H 6.1224 3.7553 -1.2905 0.4860 0.2995 -0.0579
H 6.7505 2.4072 -2.2939 0.3194 -0.0396 -0.0244
H 5.4172 0.7449 2.3240 -0.0326 -0.2624 -0.0733
H 6.9752 1.1175 2.5699 0.2513 -0.0241 0.0141
H 4.1035 3.3047 1.0917 -0.2756 -0.0186 0.0690
C -0.4355 -6.3782 0.6762 0.0268 -0.0208 0.0034
C 0.2723 -7.5565 0.8706 -0.0137 0.0002 0.0007
C 1.6411 -7.5153 1.0966 0.0057 -0.0026 -0.0001
C 2.3026 -6.2954 1.1246 0.0124 0.0064 -0.0031
C 1.5945 -5.1186 0.9239 0.0104 -0.0110 0.0204
C 0.2258 -5.1580 0.7014 -0.0422 -0.0062 0.0153
H -1.5037 -6.4101 0.5042 -0.0080 0.0020 -0.0082
H -0.2431 -8.5080 0.8457 -0.0032 -0.0073 0.0072
H 2.1926 -8.4338 1.2500 0.0030 -0.0075 0.0013
H 3.3701 -6.2623 1.3014 0.0091 -0.0007 -0.0102
H 2.1095 -4.1669 0.9385 -0.0100 -0.0118 -0.0304
H -0.3207 -4.2397 0.5444 0.0254 0.0076 -0.0119
C -8.3819 6.2055 0.9434 0.0137 0.0096 -0.0007
C -9.4441 5.4037 0.5506 -0.0164 0.0023 0.0056
C -9.2185 4.0847 0.1838 0.0068 -0.0100 -0.0051
C -7.9303 3.5679 0.2067 0.0032 0.0133 -0.0090
C -6.8658 4.3706 0.5927 -0.1676 0.1860 0.0250
C -7.0936 5.6896 0.9621 -0.0311 -0.0024 -0.0051
H -8.5581 7.2329 1.2347 -0.0010 0.0087 -0.0062
H -10.4483 5.8069 0.5307 -0.0087 0.0004 0.0069
H -10.0474 3.4584 -0.1200 -0.0058 -0.0041 -0.0016
H -7.7564 2.5385 -0.0767 0.0067 -0.0169 0.0011
H -5.8650 3.9766 0.6069 0.1087 -0.0200 0.0092
H -6.2650 6.3165 1.2650 0.0086 0.0031 0.0033
```
Positions in Å, forces in eV/Å.

Output
LUMO = 0.141 eV
Kohn-Sham gap = 9.16 eV
Molar mass = 612.47 g/mol
Maximum force = 0.0553 Eh/bohr
HOMO energy = -0.331 Ha

Here are the Löwdin charges for atoms 1 to 8, given in e: atom 1 (N): 0.05, atom 2 (C): -0.36, atom 3 (C): -0.11, atom 4 (C): -0.18, atom 5 (O): -0.12, atom 6 (C): -0.12, atom 7 (C): -0.41, atom 8 (F): 0.13